A cluster of 12 separate species, C44H84O22S6 in total. Source: the OMol25 dataset; level of theory: ωB97M-V/def2-TZVPD.

## Properties
- SMILES: C[C@H]1COC(=O)O1.C[C@H]1COC(=O)O1.O=S1(=O)CCCC1.O=S1(=O)CCCC1.O=S1(=O)CCCC1.O=S1(=O)CCCC1.O=S1(=O)CCCC1.O=S1(=O)CCCC1.CC(C)=O.CC(C)=O.CC(C)=O.CC(C)=O
- E: -5771.266963 a.u.
- Frontier orbital gap: 9.123 eV
- Lowest unoccupied orbital energy: -0.374 eV
- Spin multiplicity: 1
- HOMO energy: -9.497 eV
- Energy relative to the best compared isomer or geometry (same formula, charge and spin): 0.00 kJ/mol

Atoms and positions in Å:
H: 6.263246 -2.964142 -4.074045
H: 5.961377 -0.249374 2.128598
C: -4.399971 -0.564679 3.350502
H: 2.892936 8.724118 1.415673
C: 1.835898 -4.797042 0.450572
H: 1.763559 0.185925 4.706179
C: -0.236760 4.601140 3.128718
O: 2.259103 0.225232 -0.348855
H: -0.244551 -7.703409 1.041084
H: 0.806009 4.791466 2.879746
H: -5.995693 -4.958429 -2.192439
H: 4.456060 8.156512 0.744544
H: -4.867707 -4.074348 1.315559
H: -0.332657 4.783262 4.202656
C: -3.996338 1.333028 -2.647111
O: -2.945112 2.750428 4.067063
H: -0.217569 -6.209231 1.972962
O: -6.712034 1.336161 -0.829418
H: -2.971512 -1.813336 -3.186433
C: -3.311894 -2.953721 3.545347
C: 2.166372 -2.404992 4.879318
C: 0.421313 -4.473525 -0.140033
H: -1.318082 5.502308 -1.061295
H: 5.694963 2.841658 2.080621
H: 0.381560 2.596948 -2.571566
O: 1.211124 7.549487 -0.309503
H: 0.714649 -4.157029 -1.141796
C: 3.514408 6.559373 1.834977
O: -3.015763 2.715827 1.522031
H: 2.405788 -3.406261 4.508492
H: 6.861197 1.965709 3.071669
C: -7.161363 1.860913 -1.984450
C: 6.298224 1.936272 2.142616
H: -1.637041 -1.684914 3.012549
S: -1.468684 -1.376116 -4.882998
O: 1.052286 -2.361844 2.765937
H: -1.430178 -1.677574 -0.651379
O: 3.359219 -1.644645 -4.632509
C: 5.701364 -2.054696 -4.287745
H: -5.853256 -5.351969 0.464996
C: 1.410261 -0.924495 -0.442745
H: -0.431302 3.012447 1.711777
C: 1.424491 -1.733747 3.731201
H: 2.695650 -4.466417 -0.123274
H: -2.986137 -0.033877 1.732073
H: 1.245620 -1.311314 -1.445331
O: -8.103307 2.569388 -2.067406
C: 0.071192 -6.664910 1.023073
H: -3.449221 -3.991527 3.262710
O: 7.588270 3.500263 0.397438
O: -6.390670 1.480397 -3.013765
H: 1.978419 5.063404 -0.114084
C: -0.031481 -2.456271 -4.984011
C: -1.195219 4.056140 -2.630583
H: 3.319587 5.174020 -1.236452
O: 3.328935 7.801422 -1.657638
H: -1.938946 0.013200 -0.292742
C: 0.083323 -0.486145 0.232613
C: -5.251186 -4.166409 -2.096584
H: -5.320089 -0.031729 3.121005
C: -2.438939 -2.527718 -3.809703
H: -1.071323 -0.313111 -1.708523
H: -0.088247 -3.648330 0.354494
C: -2.587217 -2.001772 2.579480
C: -1.204808 5.532520 2.395075
C: 3.911786 5.435147 0.894699
O: -2.063174 -1.201093 -6.178311
C: 3.869368 -3.072431 -2.806422
H: -0.505995 4.029023 -0.551391
H: -3.846271 1.558422 -3.708152
H: 1.914311 -4.376932 1.458460
C: -0.677890 3.186741 2.756737
H: 4.789069 1.536473 -0.017842
C: -5.519295 -4.316402 0.482919
O: 0.350001 0.873409 0.575721
H: 3.144568 -1.968293 5.073759
H: 4.063305 -4.095490 -3.139543
H: 1.516086 -2.471660 5.749405
C: -3.517681 -0.891672 2.147855
H: -3.926949 2.313066 -2.168877
H: -6.089930 -0.690286 -0.927551
H: -3.445018 5.283951 2.039085
C: -0.012213 -3.192288 -3.664047
H: 2.823393 -2.993676 -2.525229
H: 6.592516 1.616688 -1.315747
C: 1.567879 1.249714 0.167134
H: -2.798487 -2.876408 4.507490
C: -5.333508 0.635462 -2.557497
H: -3.817305 -0.039945 4.109837
C: -0.434459 -5.742747 -0.065828
H: 4.940504 5.547268 0.533772
C: -0.666118 2.662426 -2.863354
O: -5.904959 -2.731286 3.138556
C: 2.951994 5.526043 -0.273166
C: -2.631239 5.090960 2.731821
O: 2.552369 -6.728111 2.132500
H: -4.516502 -4.206392 -2.893521
H: 2.236726 0.000765 3.033478
H: -1.651119 -4.569341 -3.790638
H: 4.155281 6.685771 2.710149
H: -4.189473 -1.163507 1.327064
O: -2.040681 4.577155 -3.307145
S: 2.612452 7.290917 -0.514292
H: -4.912199 0.514158 -0.423184
S: -4.877724 -2.176711 4.010008
O: 2.404476 -7.237515 -0.305234
H: 4.538423 -2.844962 -1.973473
H: -1.210302 1.902101 -2.303847
H: 0.332291 5.097651 -1.633800
C: -1.462300 -3.601259 -3.325784
O: 8.772445 1.490416 1.338263
O: -1.053994 -0.242635 -4.072938
H: -1.479779 -3.837810 -2.261020
C: -5.750069 0.332532 -1.098081
H: -1.073006 6.591395 2.611466
H: 0.686696 -4.022924 -3.781013
H: 0.478097 0.179028 3.451969
O: -3.480424 -3.700305 -0.636514
C: 4.224146 -2.167754 -3.972750
C: 6.754170 1.055483 -0.400397
H: 7.369482 0.172287 -0.567838
H: -6.409201 -3.687905 0.481475
C: -4.649959 -4.004638 -0.728018
C: 5.521773 0.681399 1.769583
O: 1.969878 2.373666 0.235551
H: 0.789916 -1.873813 -5.406507
H: -1.085425 5.428617 1.312881
H: -0.088404 -3.214380 -5.775513
H: 1.794180 -1.729645 0.188121
H: -3.108078 0.795408 -2.317377
H: -5.333057 -0.308295 -3.100150
H: 5.900055 -1.678666 -5.286619
C: 5.408096 0.670099 0.234684
O: -5.063251 -2.226977 5.444729
H: 3.946374 4.433077 1.324208
H: 0.447731 -2.557147 -2.900918
C: -0.660381 4.702325 -1.398763
H: 2.502771 6.338549 2.197258
H: -0.029413 -1.033048 1.168037
H: -1.469630 -5.451981 0.132479
C: 1.442880 -0.226523 3.753511
H: -5.882582 -3.280948 -2.258827
H: 6.131293 -1.337514 -3.577460
S: -2.510372 3.250507 2.781801
H: -2.252425 -2.560693 1.697373
C: 3.456970 7.865098 1.073192
H: 5.007645 -0.240186 -0.199378
C: -1.131726 -0.625503 -0.664284
H: -2.909676 5.361396 3.750251
H: -0.513532 -6.222060 -1.044881
H: -0.488726 2.368892 3.445337
H: -3.104798 -3.072920 -4.476780
H: -0.846326 2.446251 -3.916655
H: 4.522196 0.770206 2.199576
S: 1.902904 -6.522493 0.858144
S: 7.566384 2.115304 0.837284

Forces on atoms 1 to 3 (eV/Å):
H -0.2 -0.2 -0.2
H 0.2 0.2 0.2
C 0.1 0.3 0.3